{
  "formula": "C19H16N4O3S",
  "method": "wB97M-V/def2-TZVPD",
  "total_energy_ev": -42898.7021,
  "gap_ev": 9.2,
  "homo_energy_ev": -8.75,
  "de_lowest_kcal_mol": 55.68,
  "symbols": ["O", "O", "O", "N", "C", "C", "C", "C", "C", "C", "C", "C", "C", "C", "C", "C", "C", "C", "C", "C", "C", "N", "N", "N", "S", "C", "C", "H", "H", "H", "H", "H", "H", "H", "H", "H", "H", "H", "H", "H", "H", "H", "H"],
  "xyz": [[-0.313128, -3.950959, -1.522212], [-1.353187, -0.813742, 1.569809], [0.366705, 5.308965, 0.279157], [-2.233211, -0.462821, -3.065168], [-0.805490, -2.941186, -1.088450], [-1.303800, -1.224054, 0.426329], [-2.128789, -1.455908, -3.944794], [-1.401290, -2.262088, -2.151304], [-1.855963, -1.025248, -1.885953], [3.978820, -0.442672, 1.880476], [-3.034249, 2.964444, -0.833582], [3.426656, -1.307778, 2.922513], [3.421524, -0.382803, 0.543016], [-3.011758, 1.570760, -0.888856], [-1.907917, 3.726867, -0.524590], [-0.649654, 1.684681, -0.181216], [2.281742, -2.035952, 2.539926], [2.276241, -1.183487, 0.207968], [-1.780320, 0.939629, -0.515840], [-0.717106, 3.082298, -0.206801], [1.671283, -2.042955, 1.262308], [-1.677773, -2.594356, -3.419664], [-1.711136, -0.462366, -0.597586], [-0.616943, -2.344079, 0.148734], [0.834581, 3.937003, 0.111006], [0.343543, -2.928145, 1.122460], [1.203413, 3.380044, 1.770239], [-2.437460, -1.311671, -4.943179], [4.837279, 0.119212, 2.112776], [-3.895998, 3.496135, -1.117018], [3.799063, -1.454192, 3.916485], [4.015609, 0.128322, -0.162002], [-3.805442, 0.972741, -1.272033], [-1.959408, 4.777526, -0.743088], [0.213755, 1.077852, 0.171279], [1.769100, -2.688676, 3.283209], [1.726391, -1.103678, -0.695989], [-1.624388, -3.539607, -3.919188], [0.520047, -3.933585, 0.933994], [-0.143372, -2.980150, 2.095497], [0.813653, 2.338215, 1.984224], [0.601508, 3.966577, 2.459467], [2.266865, 3.400885, 1.937644]],
  "atomic_forces_ev_per_a": [[1.82, -3.26, 1.65], [-0.18, 0.13, 0.34], [0.16, 2.04, -0.07], [-0.61, 0.34, -0.17], [1.37, -0.97, -1.74], [0.83, 1.74, 3.01], [-0.78, 1.60, 0.50], [-1.79, 1.16, 3.41], [0.82, 0.74, -0.95], [-2.27, -2.20, 0.16], [0.77, -0.99, -0.09], [-0.88, 0.94, -3.73], [-0.96, -2.40, 2.78], [2.51, 0.56, 0.87], [0.45, -0.61, -0.53], [-0.72, -0.96, 0.28], [-0.66, -0.76, 0.05], [-0.14, -0.81, 3.70], [-1.56, 1.86, -0.15], [0.39, -1.39, 0.42], [0.82, 1.37, -0.81], [0.40, -2.09, -2.00], [-1.13, 0.06, -3.22], [0.79, -2.97, -1.23], [-0.62, -0.56, -0.33], [0.28, 3.09, 0.63], [-1.36, -2.11, 0.70], [-0.13, -0.21, -0.93], [0.96, 0.68, 0.09], [-1.08, 0.45, -0.34], [0.40, 0.38, 0.19], [0.05, 0.79, -0.93], [-0.59, -0.19, 0.03], [0.24, 0.38, 0.56], [-0.35, 0.87, -0.43], [0.60, 0.57, -0.37], [0.07, 0.03, -1.02], [0.22, 2.10, 1.42], [0.57, -1.67, -1.27], [-0.02, 0.59, 0.04], [0.71, 0.85, -0.61], [0.30, 0.58, -0.06], [0.27, 0.25, 0.15]],
  "nbo_charge": [-0.61, -0.61, -0.99, -0.48, 0.64, 0.80, 0.21, -0.06, 0.33, -0.20, -0.19, -0.21, -0.21, -0.18, -0.20, -0.18, -0.20, -0.22, 0.15, -0.27, -0.02, -0.48, -0.45, -0.45, 1.30, -0.22, -0.85, 0.21, 0.21, 0.21, 0.22, 0.22, 0.23, 0.25, 0.23, 0.20, 0.21, 0.46, 0.24, 0.24, 0.25, 0.25, 0.24]
}